Version P
16
Properties=species:S:1:pos:R:3 method="wB97M-V/def2-TZVPD" homo_energy_ev=-11.27 smiles=CC.CC multiplicity=1 gap_ha=0.4549 charge=0
C 0.490 0.767 0.980
C 0.367 2.071 1.668
H 0.124 0.743 -0.085
H 1.534 0.337 0.891
H -0.032 -0.016 1.476
H 0.355 2.043 2.773
H -0.584 2.696 1.499
H 1.116 2.801 1.384
C -1.146 -1.539 -1.325
C 0.356 -1.423 -1.323
H -1.619 -2.461 -1.068
H -1.660 -0.757 -0.594
H -1.621 -1.217 -2.235
H 0.743 -0.987 -0.393
H 0.624 -0.737 -2.122
H 0.951 -2.323 -1.526

=====

Version Q
16
Properties=species:S:1:pos:R:3 method="wB97M-V/def2-TZVPD" homo_energy_ev=-11.49 smiles=CC.CC multiplicity=1 gap_ha=0.4655 charge=0
C 1.489 -0.470 0.924
C 1.723 1.025 1.112
H 0.425 -0.698 1.000
H 1.696 -0.862 -0.076
H 2.015 -1.124 1.616
H 2.596 1.205 1.740
H 0.924 1.458 1.714
H 1.804 1.578 0.179
C -1.165 -0.528 -1.662
C -1.979 -0.100 -0.429
H -1.696 -0.146 -2.531
H -0.231 0.024 -1.580
H -0.996 -1.601 -1.686
H -2.389 0.909 -0.561
H -1.361 0.046 0.454
H -2.854 -0.717 -0.214

=====

Version R
16
Properties=species:S:1:pos:R:3 method="wB97M-V/def2-TZVPD" homo_energy_ev=-10.83 smiles=CC.CC multiplicity=1 gap_ha=0.4376 charge=0
C 0.514 -0.855 -2.205
C -0.462 0.320 -2.339
H -0.233 -1.532 -1.489
H 0.602 -1.385 -3.156
H 1.373 -0.474 -1.685
H -1.384 0.146 -2.681
H 0.026 1.021 -3.085
H -0.583 1.036 -1.522
C -0.262 0.910 2.470
C 0.268 -0.495 2.019
H -1.182 1.059 1.896
H -0.355 1.082 3.527
H 0.597 1.725 2.499
H 0.617 -0.560 0.932
H -0.559 -1.092 2.085
H 1.024 -0.905 2.736

=====

Version S
16
Properties=species:S:1:pos:R:3 method="wB97M-V/def2-TZVPD" homo_energy_ev=-11.17 smiles=CC.CC multiplicity=1 gap_ha=0.4534 charge=0
C -1.877 0.293 -0.627
C -1.500 1.472 0.052
H -0.958 -0.338 -0.572
H -2.779 -0.032 -0.046
H -2.223 0.600 -1.652
H -0.743 2.130 -0.455
H -1.195 1.022 1.010
H -2.339 2.053 0.471
C 1.841 -0.558 -0.417
C 1.569 -1.234 0.881
H 0.928 -0.103 -0.729
H 2.654 0.136 -0.333
H 2.028 -1.387 -1.192
H 1.977 -0.620 1.822
H 2.087 -2.187 0.796
H 0.531 -1.247 0.991

=====

Which structure is the most stable? The one labeled version Q.

=====

Version P
41
Properties=species:S:1:pos:R:3 method="wB97M-V/def2-TZVPD" homo_energy_ev=-8.37 multiplicity=1 gap_ha=0.3007 charge=0
O -0.230 -1.720 -0.359
C -1.018 -1.774 0.484
N -0.645 -2.079 1.797
H -1.143 -1.890 2.555
C 1.040 -2.181 1.983
H 1.510 -2.078 1.228
H 1.151 -2.908 2.751
C 1.466 -1.130 3.039
O 1.279 0.155 2.504
C 2.012 0.688 1.411
C 1.600 1.797 1.087
C 2.474 2.295 -0.036
C 3.627 1.772 -0.792
C 3.781 0.516 -0.006
C 3.183 -0.106 0.911
H 3.452 -0.846 1.464
H 4.750 0.135 -0.542
H 4.113 2.269 -1.396
H 2.008 3.277 -0.566
H 0.752 2.472 1.410
H 0.908 -1.067 3.984
H 2.456 -1.119 3.533
C -2.483 -1.581 0.565
H -2.981 -2.157 1.254
H -2.676 -2.042 -0.581
C -2.859 -0.146 0.815
C -1.875 1.032 0.004
O -1.562 1.726 0.785
C -1.771 0.861 -1.256
C -2.888 0.410 -2.167
C -2.706 0.081 -3.477
C -1.331 0.358 -4.123
C -0.425 0.865 -3.246
C -0.480 1.093 -1.978
H 0.292 1.402 -1.279
H 0.446 0.988 -3.572
H -1.223 0.178 -5.223
H -3.579 0.070 -4.009
H -3.851 0.127 -1.690
H -2.653 0.035 2.126
H -3.921 0.222 0.610

=====

Version Q
41
Properties=species:S:1:pos:R:3 method="wB97M-V/def2-TZVPD" homo_energy_ev=-8.28 smiles="CCCOc1ccc(Cn2c(=O)oc3ccc(C)cc32)cc1" multiplicity=1 gap_ha=0.3300 charge=0
C -2.629 -1.612 1.131
C -4.057 -1.090 1.022
C -4.159 0.439 1.074
O -3.633 1.051 -0.087
C -2.323 1.399 -0.177
C -1.883 1.719 -1.464
C -0.574 2.087 -1.690
C 0.333 2.162 -0.640
C 1.780 2.499 -0.883
N 2.648 1.556 -0.220
C 3.647 1.919 0.655
O 3.966 3.037 0.951
O 4.228 0.790 1.143
C 3.581 -0.283 0.590
C 3.796 -1.628 0.792
C 2.965 -2.504 0.108
C 1.957 -2.061 -0.746
C 1.096 -3.060 -1.459
C 1.756 -0.700 -0.947
C 2.578 0.179 -0.269
C -0.114 1.877 0.642
C -1.421 1.496 0.879
H -2.627 -2.698 1.087
H -2.014 -1.236 0.316
H -2.176 -1.308 2.073
H -4.495 -1.427 0.081
H -4.659 -1.492 1.840
H -3.695 0.827 1.985
H -5.216 0.726 1.081
H -2.591 1.659 -2.275
H -0.251 2.314 -2.696
H 2.036 3.483 -0.473
H 1.993 2.502 -1.958
H 4.570 -1.977 1.454
H 3.102 -3.566 0.245
H 0.217 -2.583 -1.883
H 0.777 -3.847 -0.778
H 1.657 -3.528 -2.269
H 0.978 -0.342 -1.601
H 0.573 1.946 1.473
H -1.717 1.275 1.892

=====

Which structure is the most stable? The one labeled version Q.

=====

Version P
40
Properties=species:S:1:pos:R:3 method="wB97M-V/def2-TZVPD" homo_energy_ev=-11.44 smiles="CCc1ccccc1SC(=O)OCC[N+](C)(C)C" multiplicity=1 gap_ha=0.3254 charge=+1
C -4.348 0.331 1.402
C -3.008 0.959 0.955
C -2.961 0.993 -0.566
C -3.546 2.066 -1.279
C -3.499 2.077 -2.680
C -2.860 1.051 -3.395
C -2.325 -0.058 -2.662
C -2.368 -0.075 -1.277
S -1.657 -1.480 -0.512
C 0.035 -1.158 -0.841
O 0.686 -1.959 -1.508
O 0.514 0.020 -0.357
C 1.839 0.369 -0.811
C 2.999 -0.571 -0.323
N 3.126 -0.733 1.169
C 2.016 -1.573 1.712
C 4.307 -1.580 1.358
C 3.266 0.562 1.909
H -4.423 0.375 2.486
H -5.212 0.902 1.007
H -4.416 -0.714 1.111
H -2.856 1.962 1.361
H -2.233 0.330 1.338
H -4.049 2.851 -0.721
H -3.927 2.918 -3.205
H -2.761 1.100 -4.462
H -1.829 -0.847 -3.237
H 2.048 1.395 -0.544
H 1.799 0.376 -1.890
H 3.915 -0.121 -0.690
H 2.944 -1.529 -0.842
H 1.034 -1.060 1.640
H 1.904 -2.494 1.120
H 2.122 -1.881 2.783
H 4.480 -1.778 2.408
H 5.212 -1.139 0.902
H 4.109 -2.551 0.896
H 4.081 1.084 1.460
H 2.407 1.188 1.808
H 3.438 0.395 2.977

=====

Version Q
40
Properties=species:S:1:pos:R:3 method="wB97M-V/def2-TZVPD" homo_energy_ev=-11.42 smiles="CCc1ccccc1SC(=O)OCC[N+](C)(C)C" multiplicity=1 gap_ha=0.3237 charge=+1
C 2.287 -1.684 4.354
C 1.092 -1.615 3.435
C 0.373 -0.291 3.630
C -0.451 -0.117 4.712
C -1.143 1.080 4.918
C -1.082 2.116 3.989
C -0.223 1.952 2.889
C 0.551 0.795 2.733
S 1.637 0.723 1.348
C 0.601 0.156 -0.010
O 1.122 -0.705 -0.709
O -0.658 0.628 -0.200
C -1.315 0.210 -1.421
C -0.638 0.868 -2.661
N -0.348 0.014 -3.855
C 0.544 -1.098 -3.518
C 0.315 0.884 -4.890
C -1.623 -0.499 -4.389
H 2.798 -2.650 4.233
H 2.004 -1.562 5.380
H 3.063 -0.880 4.174
H 0.393 -2.451 3.688
H 1.428 -1.733 2.375
H -0.641 -0.933 5.390
H -1.836 1.176 5.729
H -1.647 3.040 4.150
H -0.104 2.704 2.134
H -2.393 0.391 -1.426
H -1.228 -0.876 -1.473
H -1.278 1.696 -2.983
H 0.283 1.346 -2.251
H 0.763 -1.709 -4.430
H 1.510 -0.720 -3.120
H 0.054 -1.735 -2.762
H -0.326 1.687 -5.283
H 0.667 0.284 -5.775
H 1.232 1.353 -4.508
H -1.430 -1.058 -5.300
H -2.214 0.360 -4.613
H -2.141 -1.146 -3.685

=====

Which structure is the most stable? The one labeled version P.